1.
{"formula": "C27H25N2O2STaTe", "method": "ωB97M-V with the def2-TZVPD basis set", "species": ["Ta", "O", "C", "C", "C", "C", "C", "C", "C", "N", "C", "C", "N", "C", "C", "C", "C", "C", "C", "C", "O", "H", "H", "H", "H", "H", "H", "H", "H", "H", "H", "H", "H", "H", "H", "C", "C", "C", "C", "C", "C", "C", "H", "H", "H", "H", "H", "H", "H", "H", "Te", "C", "C", "C", "C", "S", "H", "H", "H"], "positions_angstrom": [[-0.60847, 0.30549, -0.22909], [-2.37234, 0.60344, 0.49561], [-3.68821, 0.28074, 0.29989], [-4.62141, 1.24359, -0.03940], [-5.90459, 0.83345, -0.37448], [-6.26302, -0.51132, -0.34125], [-5.33443, -1.45746, 0.05014], [-4.02837, -1.06927, 0.35186], [-3.02885, -2.02323, 0.78682], [-1.76219, -1.83235, 0.72882], [-0.94816, -2.80104, 1.46168], [0.13766, -1.98153, 2.12428], [0.77471, -1.28853, 1.00201], [1.84510, -1.87362, 0.58926], [2.57194, -1.62928, -0.63063], [3.72682, -2.35599, -0.93717], [4.38441, -2.12938, -2.13096], [3.89482, -1.18308, -3.02968], [2.73697, -0.46576, -2.75905], [2.09735, -0.71292, -1.56104], [0.95152, -0.05877, -1.23925], [-4.35788, 2.29297, -0.02413], [-6.63520, 1.57749, -0.66265], [-7.26575, -0.81240, -0.60957], [-5.60621, -2.50484, 0.10453], [-3.40335, -2.93014, 1.26537], [-0.50434, -3.51508, 0.76342], [-1.53314, -3.35603, 2.19667], [0.83539, -2.61251, 2.67708], [-0.30202, -1.25773, 2.80838], [2.24857, -2.68434, 1.20031], [4.09818, -3.09428, -0.23623], [5.27809, -2.68870, -2.36926], [4.42275, -1.00250, -3.95671], [2.33154, 0.26178, -3.45109], [1.68207, 0.27232, 4.64547], [1.25998, 0.89185, 3.34997], [2.19766, 1.06741, 2.32037], [1.84841, 1.68499, 1.14456], [0.53165, 2.16902, 0.96101], [-0.41762, 1.97939, 1.98751], [-0.05057, 1.32496, 3.15430], [2.51874, 0.82857, 5.07085], [2.02945, -0.75242, 4.49244], [0.87307, 0.25923, 5.37252], [3.21924, 0.73894, 2.47236], [2.59439, 1.87624, 0.38326], [0.33571, 2.86376, 0.15986], [-1.39961, 2.42378, 1.90069], [-0.77486, 1.21113, 3.95154], [-1.51422, 2.05711, -1.95624], [0.08888, 2.21568, -3.27140], [1.20378, 2.99280, -3.10920], [1.98985, 3.05434, -4.29103], [1.44267, 2.34285, -5.31557], [-0.02317, 1.59317, -4.86283], [1.46130, 3.50585, -2.19206], [2.91299, 3.60869, -4.37442], [1.82231, 2.22345, -6.31844]], "total_energy_ha": -2026.59273, "homo_lumo_gap_ev": 6.43, "relative_energy_kj_mol": 251.6, "e_lumo_ev": -7.48, "total_charge": 2}

---

2.
{"formula": "C27H25N3O11PSZn", "method": "ωB97M-V with the def2-TZVPD basis set", "species": ["Zn", "O", "C", "O", "C", "P", "C", "C", "C", "C", "C", "C", "C", "C", "C", "C", "C", "C", "H", "H", "H", "H", "H", "H", "H", "H", "H", "H", "H", "H", "O", "C", "C", "O", "C", "C", "O", "C", "O", "O", "C", "C", "S", "O", "O", "C", "C", "N", "C", "N", "C", "C", "N", "O", "O", "C", "H", "H", "H", "H", "H", "H", "H", "H", "H", "H", "H", "H", "H"], "positions_angstrom": [[-0.46374, 0.76995, -0.94309], [-1.31907, -0.17796, 2.99285], [-1.24458, -0.33265, 1.78238], [-0.46939, 0.33258, 0.98843], [-2.08837, -1.44429, 1.12677], [-2.08350, -1.32945, -0.70697], [-2.87149, -2.93353, -1.15986], [-4.24906, -3.13395, -1.24156], [-4.76093, -4.39498, -1.52352], [-3.90622, -5.47068, -1.72435], [-2.53367, -5.28289, -1.64397], [-2.02276, -4.02089, -1.36957], [-3.42428, -0.13332, -1.05068], [-3.84677, -0.00681, -2.37978], [-4.78896, 0.94589, -2.73240], [-5.29899, 1.80670, -1.76558], [-4.87071, 1.69984, -0.45240], [-3.93967, 0.73247, -0.09293], [-3.09502, -1.44806, 1.53941], [-1.62435, -2.39366, 1.39584], [-4.92314, -2.30182, -1.08540], [-5.83321, -4.53716, -1.58638], [-4.30954, -6.45136, -1.94942], [-1.86208, -6.11714, -1.80683], [-0.94866, -3.87015, -1.32547], [-3.41034, -0.64510, -3.14089], [-5.09462, 1.04401, -3.76788], [-5.99559, 2.58798, -2.04764], [-5.24458, 2.38820, 0.29588], [-3.59672, 0.68304, 0.93399], [-2.95751, 4.19552, -5.20041], [-2.35983, 3.55759, -4.37233], [-2.22559, 3.90340, -2.89839], [-2.66986, 4.89537, -2.35595], [-1.50048, 2.78248, -2.30804], [-1.20965, 1.79974, -3.27862], [-0.64891, 0.68075, -2.95418], [-1.65239, 2.23158, -4.60213], [-1.51953, 1.66694, -5.66978], [-1.18960, 2.60521, -1.06264], [5.74692, 0.27414, 6.32714], [4.86648, -0.10947, 5.14118], [5.30743, 0.89813, 3.74097], [4.85182, 2.24659, 3.98297], [6.69437, 0.66385, 3.42097], [4.30939, 0.22188, 2.43102], [4.52346, 1.06174, 1.16935], [3.53763, 0.70423, 0.15088], [2.32390, 1.27784, 0.04618], [1.62226, 0.71089, -0.92804], [2.39314, -0.24937, -1.49244], [3.58558, -0.27432, -0.83669], [4.65474, -1.19802, -1.02759], [5.51011, -1.27957, -0.15776], [4.61674, -1.88597, -2.02367], [1.83459, 2.38830, 0.90665], [5.48206, -0.32445, 7.19775], [5.61484, 1.32795, 6.57688], [6.79832, 0.10698, 6.09210], [3.80704, 0.08043, 5.32387], [5.01293, -1.14540, 4.82668], [3.27159, 0.26782, 2.76804], [4.62036, -0.81046, 2.26986], [5.52039, 0.90414, 0.78222], [4.39800, 2.11673, 1.39766], [2.05361, -0.85968, -2.31480], [2.53095, 3.22898, 0.89824], [1.69916, 2.05242, 1.93685], [0.86555, 2.72027, 0.53698]], "total_energy_ha": -4554.75012, "homo_lumo_gap_ev": 5.44, "relative_energy_kj_mol": 1.7, "e_lumo_ev": 0.99, "total_charge": -1}

---

3.
{"formula": "C27H25N3O4PdS2Sb", "method": "ωB97M-V with the def2-TZVPD basis set", "species": ["Pd", "C", "C", "N", "C", "C", "N", "C", "O", "O", "C", "O", "O", "H", "H", "H", "H", "H", "C", "C", "C", "C", "C", "C", "Sb", "C", "C", "C", "C", "C", "C", "C", "C", "C", "C", "C", "C", "H", "H", "H", "H", "H", "H", "H", "H", "H", "H", "H", "H", "H", "H", "H", "S", "C", "N", "C", "C", "S", "H", "H", "H", "H", "H"], "positions_angstrom": [[-0.43930, 0.35328, -0.74873], [2.26465, -1.95472, -0.11266], [2.39309, -0.48468, 0.03524], [1.43052, 0.41562, -0.10254], [1.96384, 1.67207, 0.11353], [3.28255, 1.51363, 0.41109], [3.52376, 0.16576, 0.35305], [4.41306, 2.42821, 0.75311], [4.13337, 3.70330, 0.83555], [5.50068, 1.93931, 0.93506], [1.10419, 2.89779, 0.00439], [1.61759, 3.97816, 0.32001], [-0.08754, 2.68557, -0.35903], [1.23404, -2.21290, -0.34917], [2.54890, -2.45985, 0.80990], [2.90857, -2.31802, -0.91387], [4.43837, -0.22696, 0.53735], [3.16095, 3.89060, 0.62878], [-4.78301, -1.77639, -6.49923], [-3.54224, -2.39008, -6.59532], [-2.63372, -2.28228, -5.55267], [-2.95694, -1.55095, -4.41183], [-4.20162, -0.93660, -4.32174], [-5.11299, -1.05325, -5.36292], [-1.47793, -1.42854, -2.88438], [-2.55792, 0.01242, -1.64500], [-3.51903, -0.50793, -0.74410], [-4.38585, 0.32245, -0.07814], [-4.28372, 1.71036, -0.23686], [-3.33564, 2.25243, -1.07700], [-2.49259, 1.40635, -1.80597], [-0.27866, 0.12828, -3.70703], [-0.76945, 1.08015, -4.60436], [0.01116, 2.16533, -4.96175], [1.28717, 2.32669, -4.42272], [1.79479, 1.38291, -3.55082], [1.01550, 0.27825, -3.20310], [-5.49325, -1.86378, -7.30989], [-3.28290, -2.95633, -7.47903], [-1.67135, -2.77398, -5.64022], [-4.47233, -0.36001, -3.44431], [-6.08038, -0.57536, -5.28610], [-3.58122, -1.57954, -0.58649], [-5.13803, -0.09097, 0.57892], [-4.95941, 2.35937, 0.30401], [-3.24741, 3.32317, -1.19863], [-1.80604, 1.84793, -2.52073], [-1.76563, 0.97020, -5.01989], [-0.37288, 2.89686, -5.65964], [1.88467, 3.18344, -4.70070], [2.79697, 1.48773, -3.15474], [1.44632, -0.50021, -2.57961], [-0.97095, -0.78089, 1.17995], [-0.81912, 0.49067, 2.31775], [-1.03239, 1.76677, 2.10520], [-0.60897, 2.68015, 3.16872], [-0.66296, 1.85765, 4.45281], [-0.32329, 0.14344, 3.93212], [-1.13654, 2.12094, 1.15029], [-1.28211, 3.53403, 3.20628], [0.39992, 3.03920, 2.94779], [-1.64075, 1.89267, 4.92913], [0.09829, 2.16408, 5.16528]], "total_energy_ha": -2673.45584, "homo_lumo_gap_ev": 6.52, "relative_energy_kj_mol": 150.8, "e_lumo_ev": -4.86, "total_charge": 1}

---

4.
{"formula": "C27H26As2N3O10S3Y", "method": "ωB97M-V with the def2-TZVPD basis set", "species": ["Y", "O", "C", "N", "C", "O", "C", "C", "C", "C", "C", "N", "C", "C", "C", "C", "C", "N", "H", "H", "H", "H", "H", "H", "H", "H", "S", "C", "S", "S", "C", "O", "C", "O", "C", "C", "As", "C", "C", "C", "As", "C", "C", "O", "O", "C", "C", "O", "O", "C", "C", "O", "O", "C", "H", "H", "H", "H", "H", "H", "H", "H", "H", "H", "H", "H", "H", "H", "H", "H", "H", "H"], "positions_angstrom": [[0.49930, 0.24233, -2.46653], [-3.49637, -0.58740, -4.20592], [-2.35786, -0.21182, -4.02317], [-1.83664, 0.46635, -2.94454], [-2.65968, 0.76763, -1.89171], [-3.78945, 0.37763, -1.66130], [-2.00526, 1.68813, -0.87623], [-2.78895, 2.36910, 0.03972], [-2.16435, 3.18896, 0.96553], [-0.78149, 3.29104, 0.95098], [-0.06962, 2.57178, 0.00689], [-0.67173, 1.78415, -0.89080], [-1.32697, -0.47355, -5.10780], [-1.75087, -0.86996, -6.36339], [-0.79896, -1.08677, -7.34568], [0.54098, -0.91722, -7.03580], [0.88593, -0.54468, -5.74895], [-0.03239, -0.32103, -4.80255], [-3.86134, 2.23987, 0.00202], [-2.74876, 3.74143, 1.69004], [-0.24902, 3.91384, 1.65615], [1.01145, 2.61229, -0.04166], [-2.81003, -0.99291, -6.53572], [-1.09853, -1.38592, -8.34160], [1.31594, -1.07670, -7.77169], [1.91806, -0.42837, -5.44268], [5.07586, 0.63475, -1.74177], [3.53675, 0.54558, -2.30348], [2.49213, 1.97313, -2.36313], [2.85143, -0.98034, -2.85036], [-2.80629, -3.00003, -1.49416], [-2.10384, -2.61299, -0.28415], [-0.97662, -1.97058, -0.41767], [-0.45268, -1.77590, -1.51677], [-0.36497, -1.44348, 0.82995], [-0.96617, -1.53790, 2.01611], [-0.46149, -0.66875, 3.70871], [0.41673, -2.23133, 4.50297], [1.14393, 0.32429, 3.19341], [1.77768, 0.35623, 2.02382], [1.33755, -0.58866, 0.38063], [2.55625, -2.09090, 0.56514], [3.07031, 1.11034, 1.81827], [4.13951, 0.58597, 1.96502], [2.85131, 2.31949, 1.31541], [4.04105, 3.06496, 0.97122], [1.69685, 1.14979, 4.31746], [2.55050, 1.98895, 4.22304], [1.10407, 0.82569, 5.47917], [1.57569, 1.54586, 6.62802], [-2.18353, -2.39167, 2.27992], [-2.03027, -3.52362, 2.64849], [-3.39636, -1.83982, 2.23154], [-3.55793, -0.53165, 1.66580], [-3.61729, -3.63218, -1.15111], [-2.13398, -3.54683, -2.14979], [-3.19278, -2.10852, -1.98711], [-0.31154, -3.03673, 4.57081], [0.75657, -1.95177, 5.49746], [1.25961, -2.54815, 3.89268], [2.44934, -2.55658, 1.54234], [3.56475, -1.70205, 0.42736], [2.33808, -2.79329, -0.23687], [3.68170, 4.01568, 0.59053], [4.59771, 2.53229, 0.20290], [4.64839, 3.20524, 1.86329], [1.00443, 1.16517, 7.46820], [1.40581, 2.61245, 6.49674], [2.63969, 1.36765, 6.76941], [-4.58864, -0.25570, 1.86703], [-3.40140, -0.55130, 0.58875], [-2.89133, 0.18901, 2.14115]], "total_energy_ha": -7665.77840, "homo_lumo_gap_ev": 6.36, "relative_energy_kj_mol": 0.0, "e_lumo_ev": -0.87, "total_charge": 0}